13
Properties=species:S:1:pos:R:3 method="wB97M-V/def2-TZVPD" smiles="CC(C)=O.O" e_tot_ev=-7335.3606 orbital_gap_ev=9.93
O 1.56812 1.38015 1.08633
O -4.04210 2.26225 1.13176
C 0.36294 1.16724 0.88324
C -0.72421 1.93567 1.59724
C 0.00000 0.00000 0.00000
H -4.78704 2.90000 1.05057
H 0.69427 -0.14538 -0.84467
H -0.99358 0.26029 -0.40206
H -1.72639 1.68267 1.21224
H -0.08275 -0.94969 0.55485
H -4.34293 1.46542 0.63900
H -0.69747 1.71841 2.67830
H -0.55347 3.01553 1.45109